DFT (the ωB97M-V functional and the def2-TZVPD basis) results for a 13-piece molecular cluster, C54H141N7O26 overall.

The geometry in XYZ format:
```
228
Properties=species:S:1:pos:R:3:forces:R:3
H -2.832989 3.797063 8.179142 -0.033 0.192 -0.037
C -1.276593 6.454402 -9.954012 1.239 0.894 -0.143
H -6.724993 -1.514807 1.234036 0.831 -0.051 0.527
H 0.148687 6.174000 -3.783024 0.080 -0.012 -0.130
H 10.557805 0.568599 3.900746 0.303 0.087 0.127
H -4.357461 -0.083965 4.036125 -0.648 0.638 0.010
H 5.068261 0.579173 -6.504062 0.404 -0.228 0.776
H -1.288182 7.670474 0.823313 -0.087 -0.034 0.052
H 7.303576 -1.781834 5.626469 -0.433 -0.127 -0.167
H -5.846463 -5.084278 2.025376 0.578 0.179 -0.110
C -6.324803 -2.138878 0.427449 -1.131 0.173 -0.449
N -3.624564 2.021409 0.141300 -0.870 0.891 0.772
C -5.551688 -1.250436 -0.545970 -0.792 0.413 0.487
H 3.870835 4.108657 0.316997 0.105 0.127 -0.532
H -3.087374 2.064745 3.471596 -0.228 -0.098 0.089
H 3.751766 -0.547522 -6.853755 0.426 -0.054 -0.307
H 2.996904 -2.199912 2.620090 -0.351 0.197 0.036
H -4.458861 -1.349958 2.969761 0.525 -0.064 -0.990
C 0.701759 1.499576 3.343898 0.605 -0.619 0.167
H -2.414432 -2.538019 1.781753 -0.016 0.245 0.114
C 2.397333 -5.833432 0.926130 -0.210 -0.177 -0.676
C 4.238716 -3.672307 -2.283556 -0.168 -0.641 -1.078
H -4.497398 -0.224615 -4.172170 0.022 -0.039 -0.010
H -3.102568 2.423288 -6.742314 0.004 -0.248 -0.186
C -6.489364 -3.509696 3.271951 0.414 -0.837 -1.144
H 0.544806 3.832638 -0.578459 -0.375 -0.156 -0.278
H -2.268206 2.116795 9.538106 -0.274 0.338 0.421
H -3.202776 2.690582 -2.471575 0.243 -0.329 0.297
O -3.123023 0.239425 2.475036 -0.082 -0.721 -0.567
H 2.441684 5.090117 0.701211 0.094 0.193 -0.220
O 4.191275 -0.549693 -4.892165 0.360 0.321 0.322
H -1.919800 2.203549 -0.366734 -0.192 0.114 0.151
C 3.009149 -2.225498 1.521991 0.700 -0.760 1.599
H 0.357717 -7.314602 0.023250 0.042 -0.234 -0.141
C -0.341056 -0.235174 -5.478587 0.572 0.503 0.403
H -6.738286 -4.375784 3.900760 -0.726 0.255 0.273
H 4.087789 -2.282820 1.339596 -0.049 0.384 -0.771
H 6.421180 1.458031 3.898808 -0.191 0.542 0.506
H 6.669807 -0.878368 3.613137 -0.865 0.345 -0.796
H 4.023615 -7.733094 -3.847536 -0.399 0.056 -0.147
H -2.350100 4.237547 -8.884766 -0.142 -0.388 0.018
C 10.482908 -0.498685 4.154426 -0.486 1.382 0.068
H -2.945031 0.520920 -4.005375 0.139 0.394 0.168
N 1.113861 -6.113190 1.571090 0.708 0.144 0.274
C 0.338580 3.022484 5.125609 1.220 -0.527 0.751
H 3.360359 0.908343 -6.132680 0.300 0.443 0.497
C -0.645273 0.800596 -0.696681 -0.369 -0.137 0.042
O 5.539976 0.348369 1.812684 -0.237 0.313 -0.475
C -0.930289 6.298647 -3.950780 1.202 0.416 0.427
H 3.526181 -3.785519 -1.461139 0.214 0.100 0.398
H 1.487603 0.962652 -0.429778 -0.132 0.543 0.067
H -7.590080 -2.427717 5.360211 0.254 -0.304 -0.118
H -3.296583 4.077811 6.511711 0.090 -0.088 -0.178
H -1.646481 5.054113 -2.409698 -0.416 -0.024 0.017
H 0.612294 -0.058107 -5.988007 0.052 -0.188 -0.103
C -3.624979 2.039606 7.217651 -0.461 0.647 -0.821
C 0.782642 0.673039 -1.218035 0.345 -0.533 0.599
C 3.888300 -7.282327 -2.862894 0.454 -0.094 0.168
H 2.189320 -1.334269 -4.885770 0.268 0.117 -0.704
H -8.251837 -1.054946 4.539246 -0.165 -0.158 -0.474
C 5.590246 0.786778 4.144004 0.001 0.141 -1.165
C 7.050865 -0.733044 5.463413 -0.423 1.137 0.542
H 6.539813 -0.353411 6.353254 0.491 -0.008 0.300
H -0.916953 8.178804 -3.626059 -0.138 0.217 0.220
H -5.197290 0.184544 2.412392 -0.217 -0.115 0.249
H -0.979896 4.428033 -6.791936 -0.005 0.137 -0.342
H 3.871872 -1.082719 -2.422455 0.593 -0.585 -0.024
H -4.338253 1.416387 -4.686545 -0.013 0.534 0.400
H -1.197629 5.440626 -10.352088 -0.488 -0.101 0.097
H 10.992430 -0.654626 5.108514 0.234 -0.235 -0.126
C 4.155509 0.149525 -6.101243 -2.252 -0.650 -1.252
H 2.353910 3.017369 1.683384 -0.147 0.056 0.101
H -0.158291 2.234128 -6.079487 0.160 0.120 0.548
H -5.523617 -3.206808 3.696995 0.135 0.453 -0.296
H 1.032050 -2.599319 -3.548986 -0.024 0.425 0.535
C -6.336838 -4.119552 1.855907 0.267 -0.429 0.656
C 4.911471 0.528599 0.531585 1.014 -0.936 0.690
H -3.679642 1.703794 6.179094 0.194 -0.591 0.132
H 0.757349 3.977487 5.446769 -0.140 -0.009 0.057
H 0.742050 -9.481601 1.534319 -0.078 -0.078 -0.137
H 5.406599 -5.059501 -3.528402 -0.448 0.353 -0.503
C 1.381815 -8.612764 1.354096 0.092 0.250 -0.047
H -5.016694 2.206092 1.779404 -0.073 -0.518 -0.202
O -2.854858 4.851888 -4.113750 0.048 -0.389 0.827
H -4.865912 2.942580 -2.836494 0.068 0.088 -0.104
H -1.873755 -4.664616 1.533703 0.285 -0.330 -0.249
H 1.976640 -8.483417 2.265311 0.189 0.101 -0.030
O 2.203163 -8.840734 0.213897 0.631 -0.215 -0.116
O 0.769232 2.841625 3.796778 -0.468 -0.006 -0.911
C 0.699143 -3.826877 -1.808463 -0.724 0.161 1.433
H -2.711306 4.580971 -5.037033 0.287 0.113 -0.080
H -7.309647 -4.501194 1.537141 -0.238 0.699 -0.330
C -4.015487 0.720309 -3.907246 -0.225 -1.407 -0.295
H 3.150099 -7.807104 -2.257911 -0.344 0.069 -0.293
H 0.084079 0.870233 3.987839 -0.538 0.161 -0.310
H -3.746884 4.358284 -7.784055 -0.028 -0.048 -0.140
H 3.810846 -10.059611 -0.397178 0.051 0.893 -0.329
C 2.304590 4.215293 -1.265051 0.322 1.485 -0.944
O 0.156682 -4.271475 -4.140339 -0.666 -0.251 0.092
O -3.089022 1.018367 8.047393 -0.675 0.833 -0.032
H -5.619379 2.367204 -0.530065 -0.049 -0.423 -0.236
H 8.918733 0.105983 6.177748 0.292 -0.369 -0.014
H -6.527844 -1.189277 4.593801 0.204 -0.221 0.231
N 3.626477 -3.004377 -3.422289 0.844 0.779 0.612
O -1.343724 0.552117 -6.073577 -0.542 -0.122 -0.421
O 1.015023 1.389504 -2.412009 -0.279 0.368 -0.084
H 5.600468 0.097736 -0.195000 0.161 0.260 -0.054
C -7.441157 -1.783283 4.490267 -0.158 0.731 0.105
N -1.414193 3.094083 6.835204 -0.106 -0.176 -0.595
O 2.134699 3.060435 0.746839 0.362 0.003 0.118
H -3.424866 6.673837 -8.615353 0.011 -0.486 -0.608
H -4.060847 1.939093 9.716140 -0.111 -0.047 -0.181
H -0.598731 -1.292087 -5.511305 -0.202 0.061 -0.315
C 8.391547 -0.046855 5.229832 0.262 0.633 -0.535
H 10.934317 -1.018071 3.313165 -0.148 -0.460 0.240
H -6.104168 -0.313660 -0.645090 -0.012 0.058 0.137
C 0.184839 6.581164 1.432033 0.270 -0.141 -0.724
O 9.115244 -0.799843 4.265364 -0.238 -1.243 0.196
H -2.009997 1.878223 2.099051 0.124 -0.226 0.125
H 4.923797 1.134929 4.934757 0.515 0.046 0.447
H 0.741576 2.309422 -2.259444 -0.012 -0.013 0.040
H 0.598134 6.580143 0.414589 -0.396 -0.127 -0.231
H 2.504003 -1.334486 1.161615 0.014 -0.182 -0.380
C -2.629747 6.150264 -8.082647 0.801 0.630 1.708
H -0.442908 -7.524604 1.549923 0.065 0.200 0.264
C 3.090627 -4.585506 1.403348 0.190 -0.041 0.570
H 2.257187 -1.691437 -2.508490 0.081 0.068 0.306
C 3.299539 -9.710639 0.500774 -1.029 -0.468 -0.306
C -1.603949 -2.981527 2.366244 -0.472 0.494 -0.659
O 2.371973 -3.408766 1.093339 -0.590 -0.018 -0.529
H 3.087208 -6.665822 1.073690 -0.003 0.008 0.223
H 1.100498 -0.351746 -1.418625 -0.707 -0.178 -0.068
O -1.103382 -4.089272 1.600625 -0.496 0.115 0.806
H -7.294800 -2.429848 0.003999 0.223 -0.108 -0.635
H 0.223454 4.419895 1.867378 0.132 -0.067 -0.888
H -3.347833 -1.959134 -1.578188 -0.392 0.465 -0.142
C -2.050139 2.661981 -6.899679 0.147 0.666 0.274
H 2.473072 0.153664 -3.950707 -0.080 0.094 -0.119
H -0.349325 6.948193 -10.257589 0.065 -0.073 0.092
C 2.794643 4.205828 0.162716 -1.006 -1.003 0.629
H -3.722799 1.009485 0.127829 -0.114 -0.202 -0.565
O -1.343344 7.439616 -3.184052 -0.196 -0.332 -0.129
C 3.203034 -1.663348 -3.058692 -1.230 1.014 -0.609
H -2.746289 6.526631 -7.059378 0.338 0.267 -0.022
C -2.822915 3.359324 7.179280 0.382 -0.857 0.790
C -4.366427 -0.263797 2.951766 0.621 0.521 1.113
C -1.154773 2.996057 5.390363 0.031 0.548 -0.185
O 3.567891 -5.898528 -2.940126 0.137 -0.130 0.114
C -1.572681 5.010024 -3.497090 -0.542 0.691 -0.630
H -0.628864 -2.650749 -3.116398 -0.287 -0.458 0.354
H -1.393898 0.380808 -1.379672 0.256 0.055 -0.440
H 8.303122 0.942524 4.766109 -0.371 0.252 0.380
H 0.439568 1.456105 2.286236 -0.528 0.165 0.093
H 3.947970 0.013181 3.028945 -0.503 0.413 0.051
H -1.246042 2.152082 7.179716 0.267 0.125 0.369
H -0.857376 0.270789 0.241465 0.694 -0.316 0.062
O -7.429071 -2.464751 3.251276 -0.141 -0.192 0.840
H -4.733768 -3.083490 1.164311 0.069 -0.230 0.119
C 0.273750 -3.259945 -3.135780 0.961 -0.407 -1.482
H 0.494749 -5.354078 1.304684 -0.168 -0.080 0.304
H -1.554412 2.158674 -4.865714 0.477 0.490 0.135
H 2.818559 -3.550765 -3.687409 -0.054 0.014 -0.118
C -1.198132 1.953217 -5.878372 -0.107 -0.777 -0.083
C 0.542330 -7.369042 1.105814 -0.420 -0.044 -0.540
H -3.259724 -2.803538 -0.126029 -0.958 0.052 0.460
O -4.266075 -0.886398 -0.022530 0.250 -0.874 -0.434
H 2.634905 5.159360 -1.711328 0.243 -0.009 -0.031
H 1.665736 0.974066 3.391722 0.340 0.428 0.184
H 2.704999 3.435786 -1.916545 0.124 -0.394 0.456
H -2.218249 -1.575624 -0.370260 -0.297 1.407 0.510
H 4.840179 -7.474038 -2.356601 0.086 0.391 0.145
H 0.929471 -2.922234 -0.028937 0.260 -0.583 -0.173
C 2.922721 -0.783845 -4.287084 0.896 -0.451 0.870
H 1.041835 -4.553275 -4.387795 -0.014 -0.110 0.029
H 0.857792 2.235121 5.692089 -0.246 0.123 0.470
O 0.513823 -2.771316 -0.886769 -0.341 1.108 0.033
H -2.913232 0.571593 10.006012 -0.321 0.029 0.124
H 4.758197 1.584113 0.319202 -0.385 0.054 -0.062
H 0.075025 -4.665098 -1.474061 -0.189 -0.140 -0.523
C -3.015274 1.649966 2.460712 0.000 0.656 0.105
H -1.533190 3.897391 4.900952 -0.409 -0.163 -0.050
H -5.539459 -1.637850 -1.566087 0.632 -0.313 0.094
H -1.158361 -1.067455 2.904028 0.602 0.187 0.478
O -4.427903 0.981998 -2.586974 0.303 0.164 0.316
C -2.708380 4.657895 -7.937546 -0.105 0.271 -0.464
O -1.320381 6.539194 -8.542289 -1.142 -0.235 -0.195
H -1.555109 4.075912 0.586303 -0.029 -0.159 -0.208
C 4.710522 0.787557 2.897765 1.098 -1.165 -0.724
H 5.133348 -3.150463 -1.940746 -0.136 0.271 -0.074
H -0.165182 0.027570 -4.427828 -0.160 0.112 0.070
H 1.720659 -4.190227 -1.750113 0.198 -0.018 -0.546
H -2.060285 7.060256 -10.415097 -0.333 -0.391 -0.027
N -1.953242 4.142675 -6.791077 -0.473 -0.901 -0.199
H -1.075076 6.547151 -5.005848 -0.199 -0.525 -0.126
H -2.041602 -3.232876 3.338402 0.283 -0.548 0.055
H -4.621582 3.736589 -0.663419 0.624 0.053 0.062
H 4.088120 -4.527138 0.953217 0.046 -0.019 -0.116
H 5.287893 -5.430163 -1.883812 -0.288 -0.277 0.219
C -0.486047 5.236234 1.695322 0.178 0.413 1.572
H 3.978413 -9.217268 1.194542 0.173 -0.321 0.171
O -0.723727 7.649991 1.602989 -0.041 0.196 -0.087
H 0.615893 -3.251614 3.239534 0.262 0.059 0.063
H 3.234058 -4.661252 2.488333 -0.034 0.124 0.101
C -4.202126 2.322283 -2.216147 -1.265 1.341 -0.401
H 4.340319 1.771844 2.607073 -0.383 0.124 0.520
H -0.141040 -1.648747 1.588460 -0.089 0.037 -0.051
C -3.131463 1.458408 9.412605 1.446 -0.715 -0.436
O 0.470854 -2.315721 3.431972 -0.128 -0.047 0.458
H -3.930304 3.465603 1.669331 0.716 0.032 -0.075
O -0.942667 2.171415 -0.471481 0.312 0.291 -0.200
H -0.981069 5.250707 2.676985 0.000 0.488 0.094
H 2.898804 -10.672306 0.840124 0.109 0.137 0.837
O 0.884434 4.260431 -1.381721 0.439 -0.390 0.653
H -0.888114 4.181293 -3.695946 -0.080 -0.122 -0.269
H 1.082405 6.827122 2.003828 -0.315 -0.437 0.722
H -1.596055 2.102297 4.940208 -0.098 0.048 -0.127
C -3.286350 -1.771261 -0.500003 1.465 -1.690 -1.229
C -4.586926 2.650824 -0.771539 0.491 -0.997 -0.696
H -4.664766 2.241703 7.498154 -0.039 0.070 0.204
O -1.491110 5.024250 0.726115 0.192 -0.224 -0.339
N 6.087110 -0.548685 4.379559 0.772 -1.587 -0.054
N -5.637486 -3.371868 0.804976 -0.322 0.358 0.725
H 2.267659 -5.789848 -0.165720 0.097 0.097 -0.139
H -1.726016 2.349632 -7.896587 -0.199 -0.247 -0.063
C 4.674484 -5.045958 -2.714218 1.046 -0.691 1.088
C -0.563334 -1.920081 2.566663 -0.379 -0.123 -0.927
C -3.962313 2.382175 1.518668 -0.102 -0.054 0.372
H 4.031689 -0.108230 0.467208 -0.460 0.536 -0.034
```
Forces are in eV/Å.

Summary:
M = 1304.7 g/mol
Frontier orbital gap = 9.046 eV
Total charge = 0
Multiplicity = 1